Entry 1:
# C10H5BrHoNO5

C10H5BrHoNO5 as an isolated structure at a distorted geometry (ωB97M-V/def2-TZVPD, the Open Molecules 2025 dataset).

Positions of all 23 atoms, in Å:
O1 2.69001 5.04795 -2.71044
C1 1.91724 4.37586 -2.21497
Ho1 -0.92486 0.43306 -1.01998
O2 -0.16532 2.32044 1.93946
C2 -0.35164 1.68742 0.96984
C3 -2.68861 1.26333 1.09569
O3 -3.29388 1.47663 2.07711
C4 -3.28046 1.21219 -0.51609
O4 -4.40750 1.29046 -0.95347
C5 -1.23414 3.08025 -1.05698
O5 -1.41225 4.16655 -0.80375
H1 -0.55845 -0.99973 -3.16610
Br1 4.26867 -2.11934 1.24544
C6 2.43019 -2.13803 0.82790
C7 1.68323 -3.31004 0.95538
C8 0.32592 -3.28408 0.62390
C9 -0.25049 -2.11117 0.15022
N1 0.51811 -1.00381 -0.00618
C10 1.83021 -0.96864 0.37164
H2 2.17111 -4.21158 1.31638
H3 -0.29384 -4.17085 0.73407
H4 -1.31684 -2.02017 -0.13220
H5 2.34359 -0.01672 0.27313

The calculation puts the HOMO energy (spin up / spin down) at -15.922 / -15.921 eV. Its HOMO-LUMO gap (spin up / spin down) is 6.11 / 6.07 eV. As for the spin multiplicity: 5. As for the net charge: +2.



Entry 2:
# C10H5BrNO5Yb

C10H5BrNO5Yb as an isolated structure at a distorted geometry (ωB97M-V/def2-TZVPD, the Open Molecules 2025 dataset).

Positions of all 23 atoms, in Å:
O1 1.17497 0.51924 -5.64581
C1 0.50553 0.36989 -4.75054
Yb1 -0.50468 -1.08304 -0.47651
O2 -2.07739 0.76888 -2.89090
C2 -1.66266 0.04982 -2.08857
C3 -2.42112 -1.39861 0.87391
O3 -3.23224 -1.32812 1.68055
C4 0.61947 -2.83478 0.51082
O4 1.34930 -3.54784 1.03943
C5 -1.47030 -3.02923 -1.73852
O5 -1.77453 -3.86831 -2.40323
H1 0.82902 -1.44270 -1.98828
Br1 1.03168 0.89064 4.64336
C6 0.85700 1.20000 2.82011
C7 1.21013 2.39264 2.20073
C8 1.07036 2.59975 0.84208
C9 0.55569 1.57443 0.07891
N1 0.24700 0.48734 0.73552
C10 0.33381 0.17106 2.02299
H2 1.61273 3.18356 2.83787
H3 1.33639 3.51731 0.33556
H4 0.39545 1.62560 -1.04023
H5 0.01440 -0.81753 2.40074

The calculation puts the HOMO energy (spin up / spin down) at -16.469 / -16.473 eV. Its HOMO-LUMO gap (spin up / spin down) is 6.76 / 6.78 eV. As for the spin multiplicity: 2. As for the net charge: +2.



Entry 3:
# C10H5Cl5IrO5

C10H5Cl5IrO5 as an isolated structure at a distorted geometry (ωB97M-V/def2-TZVPD, the Open Molecules 2025 dataset).

Positions of all 26 atoms, in Å:
Ir1 -0.49144 0.17202 0.03042
O1 1.75295 3.70331 -1.17437
C1 1.37788 2.53144 -0.78784
O2 0.22462 2.18117 -0.61429
C2 2.57931 1.62097 -0.58816
O3 2.10020 0.32825 -0.03984
C3 2.81596 -0.28695 0.71375
C4 0.64297 -0.82155 3.19504
O4 1.36726 -1.26617 3.96943
O5 -0.06870 -0.36152 2.38379
H1 1.01509 4.31992 -1.34772
H2 3.31412 2.08783 0.06810
H3 3.04866 1.42719 -1.55218
H4 3.70953 0.18785 1.13651
H5 2.63110 -1.36543 0.78094
Cl1 -3.51184 1.78115 -0.05698
C5 -3.51328 0.05524 -0.02832
C6 -2.30423 -0.59256 -0.03536
C7 -2.24295 -1.93132 -0.04269
Cl2 -0.57898 -2.47664 -0.09388
C8 -3.35480 -2.73573 -0.01641
Cl3 -3.20288 -4.43320 -0.04481
C9 -4.60210 -2.09732 0.02773
Cl4 -6.01896 -3.03032 0.10881
C10 -4.68410 -0.69206 0.00777
Cl5 -6.19587 0.08872 0.04007

The calculation puts the HOMO energy (spin up / spin down) at -14.393 / -14.363 eV. Its HOMO-LUMO gap (spin up / spin down) is 4.06 / 4.02 eV. As for the spin multiplicity: 2. As for the net charge: +2.



Entry 4:
# C10H5ClN2Se

One molecule with the formula C10H5ClN2Se at a distorted geometry (ωB97M-V/def2-TZVPD, the Open Molecules 2025 dataset).

Positions of all 19 atoms, in Å:
C1 1.07341 2.72816 1.69291
C2 -1.41478 0.05467 -1.49988
C3 -1.65449 -1.11383 -2.10125
C4 -0.10765 1.47406 -0.10875
C5 -0.03922 -2.23548 -0.65070
C6 0.52474 1.74896 1.01315
C7 -0.42082 0.13883 -0.52577
C8 0.19529 -1.02233 -0.02532
C9 -0.91716 -2.21590 -1.71360
C10 1.40576 -0.01196 1.80706
N1 1.39593 3.14923 2.77482
N2 0.99405 -0.93409 1.06755
Cl1 -0.98714 -3.68291 -2.64470
Se1 2.33238 0.30654 3.24972
H1 -2.02223 1.02225 -1.77264
H2 -2.43272 -1.25457 -2.83620
H3 -0.50221 2.29413 -0.68639
H4 0.61288 -3.05752 -0.45409
H5 1.96399 2.61176 3.41406

The calculation puts the HOMO energy at -8.330 eV. Its HOMO-LUMO gap is 7.34 eV. As for the net charge: 0.



Entry 5:
# C10H5NO3

One molecule with the formula C10H5NO3 at a distorted geometry (ωB97M-V/def2-TZVPD, the Open Molecules 2025 dataset).

Positions of all 19 atoms, in Å:
C1 1.34672 -0.73978 1.52313
C2 0.53194 -0.15675 0.54376
C3 -2.38825 -0.63807 -2.00214
C4 -2.27924 0.68049 -2.37617
C5 -1.55784 -1.22080 -1.01401
C6 -1.32623 1.54930 -1.80064
C7 2.16432 -1.03370 2.39541
C8 0.58152 1.15724 0.11211
C9 -0.64776 -0.37615 -0.47970
C10 -0.52521 0.98039 -0.85915
N1 3.04467 -1.42277 3.35698
O1 2.91334 -2.54151 3.82585
O2 3.90034 -0.60771 3.67200
O3 1.29634 2.21559 0.42406
H1 -3.13699 -1.25843 -2.47040
H2 -2.94294 1.07214 -3.13164
H3 -1.66693 -2.25590 -0.73383
H4 -1.25509 2.58270 -2.09921
H5 1.94729 2.01372 1.11360

The calculation puts the HOMO energy (spin up / spin down) at -8.146 / -8.145 eV. Its HOMO-LUMO gap (spin up / spin down) is 6.97 / 6.97 eV. As for the net charge: 0. As for the SMILES: O=[N+]([O-])C#CC1=C(O)c2ccccc21.



Entry 6:
# C10H6AuBr2N3O2S

C10H6AuBr2N3O2S as an isolated structure (ωB97M-V/def2-TZVPD, the Open Molecules 2025 dataset).

Positions of all 25 atoms, in Å:
Au1 0.08310 0.09630 0.06048
Br1 2.61562 0.35432 0.62882
C1 2.54064 0.01587 2.55499
Br2 0.85244 0.44083 3.31561
H1 3.30300 0.63993 3.00316
H2 2.73646 -1.04127 2.67697
O1 -3.93526 0.14189 -0.16370
C2 -2.86286 0.68736 -0.18295
O2 -1.80818 -0.13336 -0.33396
C3 -2.74698 2.17617 -0.12456
C4 -3.97571 2.84434 -0.09425
C5 -4.05146 4.22078 -0.08400
C6 -2.87814 4.96431 -0.10048
C7 -1.65463 4.32672 -0.11748
C8 -1.57536 2.93100 -0.13084
S1 0.07691 2.34166 -0.14520
H3 -4.86930 2.23661 -0.08554
H4 -5.01407 4.71260 -0.06421
H5 -2.91461 6.04590 -0.09526
H6 -0.74038 4.90742 -0.11721
N1 0.37542 -1.91982 0.26240
C9 -0.00636 -2.99206 -0.05139
N2 -0.41496 -4.16186 -0.23689
C10 -0.07952 -4.89558 -1.29355
N3 0.15554 -5.58323 -2.19012

The calculation puts the HOMO energy at -8.938 eV. Its HOMO-LUMO gap is 6.18 eV. As for the net charge: 0.